{
  "formula": "C36H56AsBLiN9O2Si3",
  "method": "ωB97M-V/def2-TZVPD",
  "multiplicity": 1,
  "species": ["Li", "C", "C", "C", "C", "C", "N", "N", "B", "N", "N", "C", "C", "C", "C", "C", "N", "N", "C", "C", "C", "C", "C", "H", "H", "H", "H", "H", "H", "H", "H", "H", "H", "H", "H", "H", "H", "H", "H", "H", "H", "H", "H", "H", "H", "O", "N", "O", "C", "C", "C", "C", "C", "C", "N", "C", "C", "N", "C", "C", "C", "C", "H", "H", "H", "H", "H", "H", "H", "C", "Si", "C", "C", "As", "Si", "C", "C", "C", "Si", "C", "C", "C", "H", "H", "H", "H", "H", "H", "H", "H", "H", "H", "H", "H", "H", "H", "H", "H", "H", "H", "H", "H", "H", "H", "H", "H", "H", "H", "H"],
  "coordinates": [[0.502, 0.079, 1.065], [4.305, 1.085, 1.077], [3.498, 0.691, 2.273], [3.940, 0.635, 3.604], [2.820, 0.329, 4.344], [2.695, 0.162, 5.822], [1.784, 0.198, 3.486], [2.204, 0.408, 2.202], [0.281, 0.185, 3.865], [-0.414, -1.110, 3.414], [-0.496, -1.462, 2.101], [-1.124, -2.636, 2.080], [-1.370, -3.415, 0.833], [-1.466, -3.039, 3.375], [-0.992, -2.038, 4.198], [-1.069, -1.943, 5.686], [-0.409, 1.433, 3.262], [-0.194, 1.812, 1.967], [-0.580, 3.078, 1.883], [-0.331, 3.906, 0.669], [-1.092, 3.521, 3.112], [-0.954, 2.449, 3.964], [-1.308, 2.356, 5.412], [4.979, 1.901, 1.342], [3.664, 1.429, 0.266], [4.920, 0.263, 0.704], [4.935, 0.816, 3.976], [3.686, 0.190, 6.273], [2.229, -0.790, 6.077], [2.093, 0.954, 6.269], [0.196, 0.250, 5.054], [-1.028, -2.867, -0.039], [-2.433, -3.636, 0.720], [-0.838, -4.367, 0.862], [-1.975, -3.941, 3.672], [-1.578, -2.823, 6.075], [-1.620, -1.058, 6.005], [-0.079, -1.891, 6.138], [0.112, 3.308, -0.124], [0.372, 4.706, 0.908], [-1.242, 4.378, 0.303], [-1.482, 4.497, 3.351], [-1.872, 3.240, 5.703], [-0.419, 2.294, 6.040], [-1.918, 1.475, 5.617], [2.647, 4.740, -4.990], [1.564, 4.568, -4.446], [0.614, 5.329, -4.636], [1.396, 3.402, -3.637], [2.505, 2.556, -3.522], [2.510, 1.424, -2.765], [3.703, 0.606, -2.620], [3.705, -0.443, -1.808], [2.501, -0.860, -1.016], [1.301, -0.015, -1.212], [1.347, 0.999, -2.029], [0.146, 1.837, -2.246], [-1.034, 1.435, -1.684], [-2.073, 2.251, -1.591], [-2.063, 3.500, -2.193], [-0.971, 3.884, -2.916], [0.192, 3.068, -2.965], [3.406, 2.844, -4.047], [4.586, 0.883, -3.184], [4.604, -1.038, -1.703], [2.750, -0.764, 0.049], [-2.931, 1.897, -1.044], [-2.930, 4.138, -2.099], [-0.959, 4.827, -3.432], [0.279, -0.682, -4.542], [-1.412, -0.874, -3.758], [-2.516, 0.381, -4.600], [-2.095, -2.608, -4.025], [-1.382, -0.491, -1.382], [-3.766, -0.465, -0.965], [-4.336, -2.213, -1.343], [-4.939, 0.726, -1.848], [-3.834, -0.146, 0.894], [2.308, -2.783, -1.098], [1.036, -3.471, -2.290], [1.977, -3.384, 0.641], [3.942, -3.522, -1.653], [0.299, -1.288, -5.453], [1.110, -0.986, -3.909], [0.447, 0.358, -4.829], [-2.461, 0.222, -5.682], [-2.189, 1.405, -4.405], [-3.560, 0.285, -4.306], [-1.485, -3.132, -4.764], [-3.118, -2.561, -4.402], [-2.101, -3.217, -3.121], [-4.597, -2.325, -2.396], [-5.228, -2.420, -0.746], [-3.591, -2.970, -1.100], [-4.499, 1.240, -2.700], [-5.302, 1.487, -1.155], [-5.806, 0.167, -2.209], [-4.274, -1.004, 1.409], [-4.441, 0.729, 1.135], [-2.840, 0.006, 1.323], [0.045, -3.044, -2.163], [0.961, -4.546, -2.102], [1.333, -3.341, -3.331], [1.696, -4.440, 0.646], [1.183, -2.820, 1.131], [2.877, -3.275, 1.252], [4.213, -3.207, -2.663], [3.853, -4.611, -1.655], [4.766, -3.264, -0.984]],
  "forces_ev_per_angstrom": [[0.225, 0.155, -0.329], [-0.049, -0.045, 0.010], [0.019, 0.030, -0.029], [-0.005, 0.028, -0.008], [-0.027, -0.029, 0.007], [0.007, 0.003, -0.005], [0.009, 0.050, 0.002], [0.032, -0.127, 0.232], [0.023, -0.005, -0.045], [-0.054, 0.005, -0.005], [0.030, -0.022, 0.183], [-0.080, -0.017, -0.033], [-0.037, -0.025, -0.025], [0.016, 0.003, 0.003], [0.002, 0.007, 0.008], [-0.002, -0.001, -0.004], [0.028, 0.026, 0.030], [-0.224, 0.057, 0.156], [0.061, 0.004, -0.026], [-0.025, -0.009, -0.016], [-0.005, 0.014, -0.020], [0.001, -0.026, 0.011], [-0.001, 0.007, -0.005], [0.004, -0.007, 0.003], [-0.008, -0.029, -0.003], [-0.027, -0.001, -0.011], [0.001, -0.001, 0.000], [-0.001, 0.002, 0.003], [0.004, 0.000, 0.008], [0.000, 0.002, -0.003], [-0.005, -0.013, -0.003], [0.035, 0.025, -0.089], [-0.017, -0.003, -0.008], [-0.012, 0.007, 0.005], [-0.001, 0.002, 0.000], [-0.002, 0.002, 0.005], [-0.002, -0.002, 0.001], [0.001, -0.004, -0.002], [0.000, -0.011, -0.018], [0.006, -0.008, -0.006], [-0.021, 0.007, -0.022], [0.002, 0.001, 0.003], [0.003, 0.001, 0.002], [0.001, -0.002, 0.000], [-0.003, 0.002, 0.004], [0.068, 0.103, 0.133], [-0.150, -0.220, -0.400], [0.006, 0.048, 0.178], [-0.015, 0.016, 0.072], [-0.002, 0.029, 0.035], [-0.088, -0.067, 0.003], [0.014, -0.049, -0.071], [-0.052, -0.014, -0.058], [-0.006, 0.045, -0.145], [0.134, 0.159, 0.103], [0.051, 0.003, -0.052], [0.079, -0.062, 0.060], [0.096, 0.083, 0.122], [-0.029, -0.019, 0.006], [0.007, 0.033, 0.023], [0.042, -0.044, -0.009], [0.034, 0.088, 0.001], [-0.003, -0.009, 0.007], [0.004, 0.005, 0.009], [0.003, 0.043, 0.039], [0.121, -0.011, 0.089], [0.038, 0.022, -0.031], [0.009, 0.011, -0.008], [0.017, 0.028, -0.028], [0.016, 0.018, 0.099], [-0.114, 0.041, -0.055], [-0.001, -0.008, -0.031], [0.018, 0.003, 0.069], [-0.301, -0.402, -0.234], [-0.020, 0.071, 0.178], [0.123, -0.018, -0.054], [-0.009, 0.008, -0.032], [0.015, 0.010, -0.017], [-0.020, -0.043, 0.039], [-0.005, 0.038, 0.018], [-0.035, 0.007, -0.012], [0.044, 0.017, 0.018], [0.004, 0.019, -0.008], [0.031, -0.087, 0.032], [0.013, 0.008, -0.001], [0.019, 0.014, -0.007], [-0.009, 0.001, 0.005], [-0.023, -0.020, -0.014], [-0.007, -0.004, -0.013], [0.003, 0.004, 0.004], [0.005, -0.017, 0.001], [-0.004, 0.000, -0.007], [-0.013, 0.007, -0.008], [0.001, -0.021, 0.026], [-0.007, -0.014, -0.019], [-0.011, -0.003, 0.010], [-0.016, 0.013, 0.009], [-0.005, -0.001, 0.004], [-0.002, -0.001, -0.014], [-0.004, -0.006, 0.007], [-0.124, 0.062, 0.040], [-0.018, 0.012, -0.016], [0.025, 0.042, -0.047], [0.034, -0.007, 0.001], [0.115, -0.025, -0.012], [0.007, 0.025, -0.010], [-0.003, -0.013, 0.002], [-0.006, 0.001, 0.006], [0.005, -0.002, 0.001]],
  "nbo_charge": [0.84, -0.64, 0.17, -0.36, 0.20, -0.64, -0.34, -0.38, 0.53, -0.33, -0.40, 0.15, -0.64, -0.37, 0.21, -0.64, -0.34, -0.38, 0.15, -0.62, -0.37, 0.20, -0.64, 0.22, 0.23, 0.22, 0.22, 0.22, 0.22, 0.22, -0.04, 0.22, 0.22, 0.23, 0.22, 0.22, 0.22, 0.22, 0.21, 0.23, 0.21, 0.22, 0.22, 0.23, 0.22, -0.42, 0.52, -0.45, -0.06, -0.13, -0.19, -0.21, -0.17, -0.53, -0.60, 0.32, 0.07, -0.48, 0.06, -0.25, -0.13, 0.01, 0.25, 0.21, 0.21, 0.24, 0.22, 0.24, 0.27, -1.13, 1.42, -1.14, -1.13, 0.23, 1.33, -1.12, -1.13, -1.14, 1.65, -1.12, -1.14, -1.12, 0.25, 0.25, 0.25, 0.25, 0.24, 0.23, 0.25, 0.24, 0.24, 0.24, 0.25, 0.24, 0.24, 0.24, 0.25, 0.25, 0.24, 0.27, 0.23, 0.24, 0.24, 0.23, 0.26, 0.24, 0.24, 0.24, 0.23]
}

***

{
  "formula": "C36H56N8O3S3",
  "method": "ωB97M-V/def2-TZVPD",
  "multiplicity": 1,
  "species": ["C", "S", "O", "C", "H", "H", "H", "H", "H", "H", "C", "S", "O", "C", "H", "H", "H", "H", "H", "H", "C", "S", "O", "C", "H", "H", "H", "H", "H", "H", "C", "C", "N", "H", "H", "H", "N", "C", "C", "C", "C", "H", "H", "H", "H", "H", "N", "C", "C", "C", "C", "H", "H", "H", "H", "H", "N", "C", "C", "C", "C", "H", "H", "H", "H", "H", "N", "C", "C", "C", "C", "H", "H", "H", "H", "H", "N", "C", "C", "C", "C", "H", "H", "H", "H", "H", "N", "C", "C", "C", "C", "H", "H", "H", "H", "H", "N", "C", "C", "C", "C", "H", "H", "H", "H", "H"],
  "coordinates": [[-4.666, -0.830, -4.227], [-3.197, 0.016, -3.524], [-3.552, 0.505, -2.134], [-2.186, -1.453, -3.286], [-4.412, -1.393, -5.121], [-5.487, -0.133, -4.368], [-4.966, -1.532, -3.444], [-1.291, -1.155, -2.750], [-1.865, -1.978, -4.185], [-2.771, -2.181, -2.720], [-1.162, 3.127, 3.992], [0.278, 2.215, 3.362], [1.414, 2.678, 4.208], [-0.257, 0.630, 4.115], [-2.020, 2.859, 3.373], [-1.048, 4.206, 3.842], [-1.224, 3.047, 5.076], [-1.128, 0.316, 3.532], [-0.527, 0.794, 5.156], [0.424, -0.215, 4.033], [1.135, 0.246, -1.063], [-0.358, -0.270, -0.167], [0.063, -0.387, 1.262], [-1.194, 1.339, -0.443], [0.901, 0.271, -2.131], [1.883, -0.536, -0.950], [1.427, 1.223, -0.686], [-0.694, 2.133, 0.117], [-2.241, 1.293, -0.151], [-1.176, 1.613, -1.498], [0.400, -3.735, 1.643], [0.781, -3.217, 2.947], [1.055, -2.786, 3.974], [-0.408, -4.452, 1.817], [1.188, -4.318, 1.166], [0.003, -2.923, 1.040], [2.046, 5.945, -0.703], [2.722, 6.291, 0.434], [2.824, 5.172, 1.222], [2.007, 4.177, 0.649], [1.625, 4.628, -0.592], [1.815, 6.539, -1.475], [3.102, 7.285, 0.600], [3.268, 5.177, 2.205], [1.787, 3.205, 1.063], [1.036, 4.193, -1.383], [-5.522, 4.020, -0.115], [-6.717, 3.645, 0.400], [-6.972, 2.398, -0.102], [-5.873, 1.988, -0.878], [-4.968, 3.032, -0.907], [-5.076, 4.901, 0.069], [-7.295, 4.373, 0.944], [-7.825, 1.775, 0.126], [-5.868, 1.028, -1.360], [-4.049, 3.214, -1.433], [-0.402, -4.196, -4.414], [0.500, -3.169, -4.615], [1.187, -2.990, -3.424], [0.812, -4.010, -2.522], [-0.159, -4.723, -3.187], [-1.117, -4.547, -5.020], [0.473, -2.561, -5.503], [1.876, -2.186, -3.211], [1.122, -4.182, -1.507], [-0.743, -5.544, -2.796], [4.116, 1.967, -2.156], [4.880, 2.600, -1.232], [5.721, 1.640, -0.690], [5.510, 0.449, -1.407], [4.500, 0.675, -2.327], [3.417, 2.457, -2.687], [4.726, 3.646, -1.039], [6.387, 1.852, 0.130], [6.057, -0.469, -1.258], [3.974, 0.059, -3.037], [3.469, -3.023, 1.348], [3.317, -2.846, -0.008], [3.189, -4.103, -0.562], [3.215, -5.036, 0.475], [3.393, -4.358, 1.658], [3.652, -2.276, 2.007], [3.365, -1.874, -0.468], [3.172, -4.335, -1.616], [3.135, -6.112, 0.435], [3.435, -4.673, 2.685], [-4.359, -1.102, -0.097], [-5.497, -1.859, -0.097], [-5.818, -2.159, 1.210], [-4.869, -1.494, 2.004], [-3.935, -0.872, 1.188], [-4.023, -0.667, -0.969], [-5.902, -2.202, -1.035], [-6.663, -2.747, 1.525], [-4.952, -1.352, 3.071], [-3.122, -0.212, 1.431], [2.697, 0.148, 2.508], [3.765, 0.420, 1.685], [4.911, -0.080, 2.276], [4.500, -0.706, 3.463], [3.144, -0.513, 3.617], [1.715, 0.340, 2.361], [3.544, 0.935, 0.764], [5.913, 0.012, 1.896], [5.129, -1.156, 4.216], [2.451, -0.865, 4.360]],
  "forces_ev_per_angstrom": [[0.264, -0.249, 1.152], [-0.102, 0.227, -0.368], [0.162, -0.502, -1.233], [-0.338, -0.477, 0.134], [0.101, 0.234, -0.132], [0.211, 0.221, -0.197], [-0.077, -0.065, -0.091], [-0.052, -0.005, 0.167], [-0.143, 0.486, -0.337], [0.123, 0.150, 0.339], [0.096, 0.771, -0.619], [0.026, -0.248, 1.680], [0.105, 0.173, -0.426], [-0.789, -0.008, -0.678], [-0.278, -0.349, 0.567], [0.533, -0.151, -0.392], [-0.318, -0.662, -0.080], [-0.126, 0.061, 0.190], [0.106, 0.142, 0.009], [0.400, 0.411, -0.110], [-0.480, -0.503, -0.299], [0.276, 0.698, -0.469], [-0.338, 0.211, -0.068], [-0.032, 0.119, 0.324], [-0.108, 0.244, 0.036], [0.070, 0.209, 0.364], [0.314, -0.050, 0.001], [0.190, -0.226, 0.163], [0.029, -0.171, 0.092], [0.081, -0.305, -0.063], [-0.882, -0.508, 0.296], [0.096, 0.071, -0.271], [-0.057, -0.083, 0.183], [-0.134, 0.130, -0.042], [0.046, 0.502, 0.020], [0.183, 0.012, -0.121], [-0.259, -0.733, 0.145], [0.548, -0.191, -0.304], [-0.730, 0.915, 0.848], [0.432, -0.690, -0.849], [-0.264, 0.777, 0.224], [0.080, 0.161, 0.007], [0.068, -0.009, -0.151], [0.014, -0.207, -0.038], [0.136, -0.036, -0.013], [-0.041, -0.095, 0.093], [1.096, 0.333, -0.404], [-0.114, 0.198, -0.480], [-0.573, -0.419, 0.730], [-0.002, 0.241, -0.294], [-0.905, 0.006, 0.496], [-0.040, -0.016, -0.028], [-0.111, -0.271, 0.230], [-0.020, 0.146, -0.036], [0.473, 0.051, -0.152], [0.109, -0.218, 0.035], [0.980, 0.082, 0.170], [-0.493, 0.488, 0.702], [0.282, 0.214, -0.640], [-1.179, -0.141, -0.741], [-0.487, -0.546, 1.231], [0.176, 0.035, -0.359], [0.079, -0.078, -0.061], [0.172, -0.096, -0.194], [-0.028, 0.083, -0.167], [0.008, -0.014, -0.214], [-0.387, 0.821, -0.670], [0.194, -0.741, 0.621], [-0.127, 1.333, -0.332], [-0.178, -0.560, -0.251], [0.202, -0.177, 0.586], [-0.001, -0.169, -0.124], [0.018, 0.025, 0.262], [0.191, -0.247, -0.082], [-0.161, -0.085, -0.035], [0.233, -0.179, 0.007], [-0.249, -0.079, -0.368], [0.270, -0.680, 0.532], [0.390, 0.567, -0.735], [0.340, -0.942, 1.007], [0.375, 0.907, -0.304], [-0.081, -0.013, 0.078], [0.193, 0.034, 0.114], [-0.069, 0.108, 0.149], [-0.005, 0.032, -0.266], [0.058, -0.117, -0.012], [0.099, -0.134, -0.562], [0.510, -0.275, 0.237], [-0.177, 0.262, -0.744], [0.518, 0.511, 0.713], [-1.439, -0.314, -0.193], [0.164, 0.035, 0.832], [-0.185, 0.050, 0.053], [0.005, 0.015, 0.122], [0.313, -0.295, 0.031], [0.089, -0.027, -0.047], [0.673, -0.354, 0.637], [-0.734, 0.087, 0.022], [-0.557, 0.349, -0.788], [-0.094, 0.024, 1.234], [0.078, -0.125, -0.532], [0.255, -0.084, -0.549], [0.466, 0.067, -0.066], [0.015, -0.071, -0.081], [0.054, -0.072, -0.108], [0.179, 0.041, 0.105]],
  "mulliken_charge": [-0.86, 0.29, -0.39, -0.57, 0.39, 0.38, 0.13, -0.24, 0.54, 0.40, -1.22, 0.91, -0.71, -0.57, 0.33, 0.38, 0.38, 0.12, 0.49, -0.15, -0.16, 0.07, 0.08, -0.87, 0.72, -0.45, -0.13, 0.29, 0.11, 0.42, 0.20, 0.38, -0.59, 0.52, -0.11, -0.36, -0.02, -0.56, -1.23, 0.94, -1.00, 0.17, 0.46, 0.43, 0.31, 0.53, 0.01, -0.41, -0.99, 0.49, -0.91, 0.19, 0.40, 0.37, 0.38, 0.48, 0.13, -1.36, 0.31, -0.11, -1.15, 0.19, 0.39, 0.69, 0.59, 0.38, 0.10, -0.51, -0.53, -0.23, -0.90, 0.28, 0.41, 0.49, 0.44, 0.50, 0.34, -0.03, -1.04, -0.95, -0.82, 0.43, 0.26, 1.01, 0.41, 0.42, 0.80, -0.30, -0.88, -0.66, -0.50, -0.16, 0.39, 0.42, 0.40, 0.40, 1.16, -0.29, -0.13, -1.58, -0.51, -0.51, 0.15, 0.43, 0.44, 0.53]
}

***

Number 1: Kohn-Sham gap 5.9 eV. Number 2: Kohn-Sham gap 7.5 eV.